Formula: C23H18NO3S
Source: the OMol25 dataset
Level of theory: the ωB97M-V functional and the def2-TZVPD basis

## Properties
Spin multiplicity   1
HOMO-LUMO gap   5.89 eV
DFT total energy   -42610.2920 eV
M   388.468 g mol⁻¹
E_HOMO   -3.277 eV
Max |F|   2.4 eV Å⁻¹
Net charge   -1
SMILES string   N#Cc1ccc([C@@H](C/C=C(\[O-])c2ccccc2)S(=O)(=O)c2ccccc2)cc1
LUMO level   2.610 eV

The geometry in XYZ format:
```
46
Properties=species:S:1:pos:R:3:mulliken_charge:R:1
N -0.79671 -6.12706 3.23743 -0.555
C -0.46998 -5.16119 2.69786 -0.003
C 0.01789 -4.01253 1.95349 0.518
C -0.70769 -3.46686 0.88170 -0.660
C -0.20202 -2.38710 0.15908 -0.581
C 1.05425 -1.88727 0.47889 0.471
C 1.27847 -0.50537 -0.02883 0.028
C 0.60225 0.57600 0.85181 -0.268
C -0.91937 0.66721 0.99589 -0.858
C -1.76659 1.77007 0.53273 0.506
O -1.36574 2.66858 -0.26877 -0.803
C -3.24476 1.86711 1.01897 0.156
C -4.05824 0.74286 1.18075 -0.318
C -5.40943 0.85492 1.53631 -0.559
C -5.99171 2.11556 1.73451 -0.290
C -5.18891 3.26556 1.58862 -0.383
C -3.83405 3.13549 1.22383 -0.419
S 3.21203 -0.26981 -0.37507 1.338
O 3.94906 -1.51249 -0.48553 -0.683
O 3.62902 0.76995 0.55161 -0.661
C 3.35428 0.43345 -2.05243 0.124
C 3.92867 -0.27364 -3.11665 -0.219
C 4.10310 0.37821 -4.34611 -0.485
C 3.69601 1.70023 -4.49740 -0.385
C 3.09919 2.37951 -3.44571 -0.584
C 2.94349 1.75634 -2.20129 -0.410
C 1.83995 -2.45033 1.50639 -0.504
C 1.28242 -3.49073 2.25563 -0.725
H -1.70954 -3.85161 0.61861 0.379
H -0.81135 -1.87907 -0.58140 0.373
H 0.95415 -0.39251 -1.07623 0.595
H 1.06191 0.53893 1.86612 0.268
H 0.88391 1.45164 0.24267 0.031
H -1.44513 -0.07858 1.59268 0.318
H -3.62809 -0.22933 0.98337 0.394
H -6.01953 -0.05123 1.60524 0.332
H -7.07239 2.21841 1.97233 0.303
H -5.63136 4.26402 1.71421 0.319
H -3.25254 4.04092 1.07566 0.361
H 4.24470 -1.31184 -2.99400 0.402
H 4.57151 -0.16812 -5.16303 0.361
H 3.88474 2.21612 -5.43454 0.359
H 2.76898 3.40994 -3.54251 0.365
H 2.52469 2.28272 -1.34290 0.296
H 2.81016 -2.07188 1.79858 0.379
H 1.83028 -3.92520 3.09746 0.380
```